Here is one molecule with the formula C5H10O2 from the OMol25 dataset. Energies are from wB97M-V/def2-TZVPD.

Output
- E_LUMO (eV) = 0.905
- E_HOMO (eV) = -9.694
- spin multiplicity = 1
- energy relative to the best compared isomer or geometry (same formula, charge and spin) (kcal/mol) = 32.1

Element x y z (Å)
C1 1.77413 0.48122 0.12994
O1 1.69866 -0.93358 -0.01868
C2 0.35564 -1.32037 -0.28726
C3 -0.41461 -0.03728 -0.60137
C4 -1.90975 -0.11695 -0.33931
C5 0.33948 0.98741 0.26466
O2 -0.12025 1.04085 1.60434
H1 0.23857 0.28593 2.08868
H2 2.25790 0.92981 -0.74988
H3 2.38241 0.71764 1.01121
H4 -0.07259 -1.82267 0.59558
H5 0.34940 -2.03655 -1.11646
H6 -0.22731 0.22546 -1.65241
H7 -2.41065 0.81851 -0.60966
H8 -2.36988 -0.92566 -0.91768
H9 -2.09650 -0.29672 0.72343
H10 0.22537 2.00296 -0.12514

Here is a 2-piece molecular cluster, C5H10O2 overall at a distorted geometry from the OMol25 dataset. Energies are from wB97M-V/def2-TZVPD.

Output
- E_LUMO (alpha / beta) (eV) = 0.732 / 0.660
- E_HOMO (alpha / beta) (eV) = -7.551 / -7.369
- spin multiplicity = 1
- energy relative to the best compared isomer or geometry (same formula, charge and spin) (kcal/mol) = 100.3

Element x y z (Å)
C1 -0.57625 2.24062 1.01274
C2 -0.19663 -1.32263 0.73892
O1 -1.23484 -0.85223 0.05898
C3 -0.97352 -0.54703 -1.18687
C4 0.41128 -1.00277 -1.48711
C5 1.04588 -1.11821 -0.07729
O2 1.81754 0.01689 0.30418
H1 -1.51607 2.62508 1.41539
H2 0.07796 3.07861 0.75872
H3 -0.09926 1.60094 1.76031
H4 -0.31669 -1.32991 1.81290
H5 -0.79477 1.65255 0.11486
H6 -1.82350 -0.35448 -1.82458
H7 0.36733 -2.01608 -1.92287
H8 0.99328 -0.36145 -2.15480
H9 1.75316 -1.94760 -0.02291
H10 1.23813 0.79104 0.31363

Here is a 2-piece molecular cluster, C5H10O2 overall from the OMol25 dataset. Energies are from wB97M-V/def2-TZVPD.

Output
- E_LUMO (alpha / beta) (eV) = -0.710 / -0.711
- E_HOMO (alpha / beta) (eV) = -8.375 / -8.376
- spin multiplicity = 1
- energy relative to the best compared isomer or geometry (same formula, charge and spin) (kcal/mol) = 118.4

Element x y z (Å)
C1 1.95324 -1.00548 0.24720
C2 1.07719 -0.36935 -0.81747
O1 -0.19661 -0.93879 -0.94816
C3 0.47703 0.93288 -0.48547
C4 -1.84490 1.09296 -0.04785
C5 -1.78237 0.32039 1.08828
O2 -1.39537 -0.91605 1.14865
H1 2.91388 -0.48499 0.33964
H2 1.44853 -0.99398 1.21997
H3 2.14422 -2.04834 -0.02335
H4 1.60047 -0.35891 -1.78628
H5 -0.86478 -1.09927 0.20104
H6 0.58253 1.35973 0.50503
H7 0.24327 1.62481 -1.28481
H8 -1.92868 0.63886 -1.02618
H9 -2.14020 2.13392 0.06064
H10 -2.00163 0.77036 2.06174

Here is a 2-piece molecular cluster, C5H10O2 overall from the OMol25 dataset. Energies are from wB97M-V/def2-TZVPD.

Output
- E_LUMO (eV) = 0.864
- E_HOMO (eV) = -8.595
- spin multiplicity = 1
- energy relative to the best compared isomer or geometry (same formula, charge and spin) (kcal/mol) = 136.5

Element x y z (Å)
C1 -0.70416 -1.82861 1.77060
O1 -0.13248 -0.94456 0.84834
C2 -0.85011 0.28880 0.72830
C3 -0.13340 1.05612 -0.30251
C4 1.23941 1.70638 -0.52614
C5 0.68983 0.52289 -1.16490
O2 1.10416 -0.64832 -1.63281
H1 -0.71494 -1.38859 2.77679
H2 -0.08851 -2.73013 1.77874
H3 -1.73234 -2.09117 1.48381
H4 -1.88162 0.06841 0.41164
H5 -0.88634 0.80843 1.69316
H6 -0.29144 1.13852 -2.79719
H7 1.30014 2.68891 -0.99503
H8 2.07819 1.46518 0.13246
H9 0.36328 1.16708 -3.15556
H10 0.64033 -1.27934 -1.04970

Here is a 2-piece molecular cluster, C5H10O2 overall at a distorted geometry from the OMol25 dataset. Energies are from wB97M-V/def2-TZVPD.

Output
- E_LUMO (eV) = 0.775
- E_HOMO (eV) = -8.844
- spin multiplicity = 1
- energy relative to the best compared isomer or geometry (same formula, charge and spin) (kcal/mol) = 62.9

Element x y z (Å)
C1 0.52495 1.99273 0.95437
C2 0.24564 0.71041 0.73087
C3 0.05552 -0.08329 -0.53015
C4 0.92608 -0.99674 -0.91699
O1 2.15670 -1.11499 -0.28823
C5 0.73558 -1.99701 -2.02436
H1 0.25329 2.38987 1.92814
H2 0.65103 2.69466 0.12760
H3 -0.09722 0.14109 1.59585
H4 -0.93233 0.15718 -0.91497
H5 2.02843 -0.89944 0.63908
H6 1.53346 -2.72903 -2.17387
H7 -0.13489 -2.62523 -1.85444
H8 0.57158 -1.39810 -2.91797
H9 -3.51583 1.32265 2.31740
H10 -2.29033 1.50152 1.34207
O2 -2.71166 0.93371 1.98558

Here is one molecule with the formula C5H10O2 at a distorted geometry from the OMol25 dataset. Energies are from wB97M-V/def2-TZVPD.

Output
- E_LUMO (alpha / beta) (eV) = 0.361 / 0.763
- E_HOMO (alpha / beta) (eV) = -6.733 / -7.950
- spin multiplicity = 1
- energy relative to the best compared isomer or geometry (same formula, charge and spin) (kcal/mol) = 127.1

Element x y z (Å)
O1 2.72820 -0.23600 -0.65686
C1 1.79939 -0.86472 0.20839
C2 0.45115 -0.24070 0.02594
C3 -0.85595 -1.02306 0.18263
C4 -1.99895 -0.33211 0.70572
C5 -0.53428 1.65847 -0.67325
O2 0.47904 1.08385 0.16135
H1 2.64758 0.71845 -0.52172
H2 2.13879 -0.83390 1.25682
H3 1.70882 -1.91114 -0.10786
H4 -0.86417 0.86770 -1.34257
H5 -0.44605 -1.65054 1.00989
H6 -1.01620 -1.69544 -0.67353
H7 -1.88447 0.23057 1.63071
H8 -2.91928 -0.24217 0.13430
H9 -1.38633 2.02365 -0.09683
H10 -0.04728 2.44709 -1.24312

Here is one molecule with the formula C5H10O2 from the OMol25 dataset. Energies are from wB97M-V/def2-TZVPD.

Output
- E_LUMO (eV) = 0.996
- E_HOMO (eV) = -9.593
- spin multiplicity = 1
- energy relative to the best compared isomer or geometry (same formula, charge and spin) (kcal/mol) = 38.6

Element x y z (Å)
C1 1.81755 -1.11761 -0.24169
C2 1.31146 -0.34485 0.97047
O1 0.39846 0.69454 0.65774
C3 -0.84510 0.25432 0.16363
C4 -1.83904 1.40300 0.29590
C5 -0.76499 -0.08978 -1.31678
O2 -1.45670 -0.91768 -1.85737
H1 2.55844 -1.85901 0.07213
H2 1.01546 -1.66504 -0.74718
H3 2.28758 -0.44170 -0.96457
H4 0.84928 -1.03730 1.69191
H5 2.14830 0.15175 1.47147
H6 -1.20346 -0.63270 0.70912
H7 -2.80502 1.11687 -0.13232
H8 -1.97799 1.67063 1.34661
H9 -1.45880 2.28017 -0.23947
H10 -0.03540 0.53439 -1.87961

Here is one molecule with the formula C5H10O2 from the OMol25 dataset. Energies are from wB97M-V/def2-TZVPD.

Output
- E_LUMO (eV) = 0.758
- E_HOMO (eV) = -8.783
- spin multiplicity = 1
- energy relative to the best compared isomer or geometry (same formula, charge and spin) (kcal/mol) = 38.4

Element x y z (Å)
C1 1.17430 2.02585 -0.50115
C2 -0.06556 1.14298 -0.42959
O1 -0.60558 0.93317 -1.72594
C3 0.18889 -0.19370 0.27938
C4 -1.04984 -1.06051 0.27025
C5 -1.17441 -2.24037 0.87785
O2 -0.23654 -2.88097 1.62981
H1 1.54373 2.28686 0.49670
H2 1.98220 1.51221 -1.03893
H3 0.93899 2.94829 -1.04087
H4 -0.85563 1.67520 0.11376
H5 0.01656 0.37572 -2.21383
H6 1.03172 -0.69358 -0.23071
H7 0.54044 0.01624 1.30235
H8 -1.89577 -0.69013 -0.30120
H9 0.54849 -2.32247 1.69044
H10 -2.08198 -2.83478 0.82168

Here is one molecule with the formula C5H10O2 from the OMol25 dataset. Energies are from wB97M-V/def2-TZVPD.

Output
- E_LUMO (alpha / beta) (eV) = 0.991 / 0.941
- E_HOMO (alpha / beta) (eV) = -7.008 / -6.559
- spin multiplicity = 1
- energy relative to the best compared isomer or geometry (same formula, charge and spin) (kcal/mol) = 107.4

Element x y z (Å)
C1 2.09786 0.27718 -0.74229
C2 1.12020 -0.78456 -1.11971
C3 0.01012 -0.11485 1.79649
O1 -0.28107 0.83523 0.76362
C4 -0.86527 0.25067 -0.30812
C5 -2.35185 0.20631 -0.37664
O2 -0.19423 -0.53599 -1.07116
H1 1.88119 1.23030 -1.25918
H2 3.09445 -0.05313 -1.05223
H3 2.14191 0.51671 0.32655
H4 1.32399 -1.39156 -1.99494
H5 0.77062 -0.83402 1.46814
H6 0.37610 0.46100 2.64707
H7 -0.90070 -0.65503 2.08339
H8 -2.77176 1.21774 -0.36616
H9 -2.67708 -0.30220 -1.28612
H10 -2.77449 -0.32379 0.49129

Here is a 2-piece molecular cluster, C5H10O2 overall from the OMol25 dataset. Energies are from wB97M-V/def2-TZVPD.

Output
- E_LUMO (eV) = 0.921
- E_HOMO (eV) = -10.066
- spin multiplicity = 1
- energy relative to the best compared isomer or geometry (same formula, charge and spin) (kcal/mol) = 56.3

Element x y z (Å)
O1 -0.92644 0.07933 2.81228
C1 -1.08525 0.41138 0.18239
C2 -0.29349 0.81332 -0.99588
C3 0.44701 0.57188 0.28433
C4 1.28418 -0.68067 0.03670
O2 0.63908 -1.32996 -1.04320
C5 0.12224 -0.31959 -1.89971
H1 -1.10180 -0.84328 2.59730
H2 -1.48703 -0.60350 0.20307
H3 -1.76894 1.12945 0.63127
H4 -0.38308 1.83120 -1.35390
H5 0.94631 1.40883 0.77264
H6 -0.33331 0.33900 2.09402
H7 1.35286 -1.39704 0.86529
H8 2.31678 -0.39715 -0.23651
H9 -0.71419 -0.76369 -2.44253
H10 0.88751 0.04362 -2.59791

Number 1: calculated total energy -346.97423 hartree, molecular weight 102.1 g mol⁻¹. Number 2: calculated total energy -346.86553 hartree, molecular weight 102.1 g mol⁻¹. Number 3: calculated total energy -346.83671 hartree, molecular weight 102.1 g mol⁻¹. Number 4: calculated total energy -346.80783 hartree, molecular weight 102.1 g mol⁻¹. Number 5: calculated total energy -346.92514 hartree, molecular weight 102.1 g mol⁻¹. Number 6: calculated total energy -346.82284 hartree, molecular weight 102.1 g mol⁻¹. Number 7: calculated total energy -346.96398 hartree, molecular weight 102.1 g mol⁻¹. Number 8: calculated total energy -346.96418 hartree, molecular weight 102.1 g mol⁻¹. Number 9: calculated total energy -346.85424 hartree, molecular weight 102.1 g mol⁻¹. Number 10: calculated total energy -346.93574 hartree, molecular weight 102.1 g mol⁻¹.